The following is a DFT calculation (wB97M-V/def2-TZVPD) of a structure of composition C28H37BrCl5CrN3O3PSb in a non-equilibrium geometry.

```
! wB97M-V def2-TZVPD RIJCOSX def2/J DEFGRID3
* xyz 0 5
Cr -0.55631 -0.28147 0.75409
Cl -2.78570 1.06546 2.43162
C -1.99960 2.20039 1.39452
C -0.97600 1.66647 0.61367
C -0.31226 2.58991 -0.18975
Cl 0.95230 1.93991 -1.15247
C -0.61698 3.94163 -0.22728
Cl 0.27322 5.02319 -1.22358
C -1.66699 4.41616 0.56002
Cl -2.07888 6.08372 0.54292
C -2.37750 3.53242 1.37639
Cl -3.69183 4.09308 2.32834
Br -1.41468 -4.64436 2.69681
C -2.90508 -4.37830 1.56645
C -3.92795 -5.30953 1.60665
C -5.05215 -5.12523 0.81802
C -5.16697 -3.99446 0.01731
C -4.15014 -3.06530 -0.01007
C -2.98976 -3.24746 0.75332
C -1.96482 -2.20141 0.72449
O -0.80340 -2.35228 1.20551
O -2.24604 -1.06988 0.22106
H -3.84419 -6.16447 2.26188
H -5.84990 -5.85327 0.84958
H -6.06083 -3.82795 -0.56619
H -4.22118 -2.15873 -0.59317
C 2.64200 -3.00049 -2.06315
Sb 1.10275 -1.58915 -1.40263
C -0.47779 -2.97818 -1.92019
C 0.89053 -0.58935 -3.31775
H 2.41234 -3.39985 -3.04363
H 2.71426 -3.81956 -1.35244
H 3.59757 -2.48806 -2.10259
H -0.27525 -3.40543 -2.89886
H -1.42353 -2.44183 -1.94616
H -0.53758 -3.77609 -1.18557
H 0.91444 -1.33838 -4.10336
H 1.69748 0.12075 -3.46343
H -0.05902 -0.06073 -3.34288
O 1.30730 0.15397 1.39637
P 2.43934 0.10044 2.36734
N 3.64975 1.11824 1.90511
C 4.14629 1.13954 0.53257
C 5.14513 2.29897 0.51871
C 5.63925 2.32725 1.96346
C 4.34227 2.09415 2.73048
N 1.96705 0.66121 3.86385
C 2.10013 -0.01841 5.13971
C 1.65687 1.05707 6.12822
C 0.48617 1.72033 5.39926
C 0.87736 1.63618 3.91886
N 3.07084 -1.42957 2.38455
C 4.43645 -1.75653 2.77297
C 4.31102 -3.06918 3.54048
C 3.16509 -3.75846 2.80120
C 2.20720 -2.60885 2.49277
H 3.32373 1.28008 -0.17248
H 4.64345 0.19273 0.29291
H 4.63076 3.23140 0.28729
H 5.94311 2.15007 -0.20660
H 6.12470 3.26228 2.23269
H 6.33087 1.50153 2.13433
H 3.77082 3.02974 2.78752
H 4.49278 1.71926 3.74280
H 3.13366 -0.33119 5.29411
H 1.44655 -0.89963 5.21155
H 2.46135 1.77890 6.27266
H 1.37624 0.64154 7.09326
H 0.32827 2.74939 5.71748
H -0.43621 1.16846 5.57376
H 1.23973 2.59481 3.53885
H 0.03543 1.31944 3.28858
H 4.88558 -0.94947 3.35359
H 5.04372 -1.91463 1.87156
H 4.03441 -2.88068 4.57827
H 5.23352 -3.64597 3.51954
H 2.68415 -4.53834 3.38655
H 3.53473 -4.19663 1.87419
H 1.47322 -2.48539 3.29340
H 1.65567 -2.77011 1.56220
*
```

Properties
Energy above the lowest of the compared OMol25 structures with the same formula, charge and spin = 0.00 kcal/mol
Maximum force = 1.847 eV/Å
E_tot = -7980.314149 Ha

***

The following is a DFT calculation (wB97M-V/def2-TZVPD) of a structure of composition C28H37BrFGeO5S5TeY in a non-equilibrium geometry.

```
! wB97M-V def2-TZVPD RIJCOSX def2/J DEFGRID3
* xyz -2 1
Y -0.54658 0.30883 0.33639
C -1.12252 1.43877 -7.39442
C 0.05928 2.23555 -6.81866
C -0.03407 3.67064 -7.34246
C 1.37439 1.62941 -7.33429
C 0.01831 2.16920 -5.29228
C 0.16236 0.94950 -4.64572
C 0.08797 0.89066 -3.27148
Br 0.35729 -0.82560 -2.42308
C -0.15424 1.99560 -2.42450
O -0.26504 1.86212 -1.14595
C -0.24486 3.25398 -3.09953
C -0.16919 3.29115 -4.48455
C -0.40375 4.53900 -2.28617
C -1.64980 4.45736 -1.39082
C -0.54363 5.78028 -3.17535
C 0.84840 4.72613 -1.42045
H -1.09861 1.45140 -8.48942
H -2.06577 1.87302 -7.05798
H -1.08862 0.40278 -7.05621
H 0.01560 3.66348 -8.43458
H 0.78990 4.28073 -6.96713
H -0.97562 4.13804 -7.04813
H 1.43278 1.70832 -8.42481
H 1.45283 0.57642 -7.06324
H 2.22626 2.15395 -6.89817
H 0.33792 0.02601 -5.18445
H -0.25123 4.25532 -4.96414
H -2.53610 4.22416 -1.98900
H -1.81120 5.41141 -0.87966
H -1.52657 3.68337 -0.63474
H -1.43966 5.73406 -3.80097
H 0.33256 5.91226 -3.81519
H -0.62250 6.66112 -2.53430
H 0.99209 3.86961 -0.76850
H 0.75421 5.61536 -0.78980
H 1.73448 4.83428 -2.05316
S 2.27448 0.43276 -0.07443
S 2.93557 1.44722 1.59867
S 1.64421 3.07650 1.71628
S -0.25791 2.46661 2.03946
F -2.07341 -0.51112 -0.69076
C -4.97403 2.43388 -0.00431
Te -3.31791 1.55276 1.11140
C -4.38946 -0.29991 1.24219
H -5.29717 1.73445 -0.77464
H -4.62016 3.34698 -0.48276
H -5.81502 2.67169 0.64451
H -5.32123 -0.17491 1.79097
H -3.71700 -0.97376 1.76472
H -4.57016 -0.67167 0.23624
O -0.32154 -2.20309 3.43243
S -0.26456 -1.20992 2.39712
O -1.48967 -0.37204 2.31623
O -0.16355 -1.83949 0.99494
O 0.89579 -0.31780 2.42353
Ge 2.05154 -1.92461 0.20910
C 3.57833 -2.17205 -1.13202
C 4.82081 -1.55051 -1.02865
C 5.82102 -1.78886 -1.96099
C 5.58898 -2.64709 -3.02831
C 4.35352 -3.26567 -3.15533
C 3.36463 -3.02581 -2.20973
C 2.76977 -2.57859 1.92329
C 3.75201 -1.89846 2.63641
C 4.20633 -2.38697 3.85141
C 3.68610 -3.56695 4.36578
C 2.71332 -4.25658 3.65863
C 2.25350 -3.75757 2.44896
H 1.23073 -3.07546 -0.45851
H 4.99997 -0.86057 -0.20988
H 6.78494 -1.30018 -1.86603
H 6.36606 -2.82655 -3.76326
H 4.16217 -3.92888 -3.99225
H 2.39181 -3.50147 -2.30456
H 4.15172 -0.96870 2.25388
H 4.95507 -1.83792 4.41109
H 4.02917 -3.94047 5.32424
H 2.29119 -5.16671 4.06868
H 1.46348 -4.27030 1.91181
*
```

Properties
Energy above the lowest of the compared OMol25 structures with the same formula, charge and spin = 56.12 kcal/mol
Maximum force = 2.413 eV/Å
E_tot = -8513.739806 Ha

***

The following is a DFT calculation (wB97M-V/def2-TZVPD) of a structure of composition C28H37N3O7PS4Tl in a non-equilibrium geometry.

```
! wB97M-V def2-TZVPD RIJCOSX def2/J DEFGRID3
* xyz 0 1
Tl 0.79314 0.04889 0.36365
O -0.29306 -2.27121 7.25155
C 0.48654 -1.13211 6.97945
C 0.44004 -0.79721 5.51505
C 0.98284 0.39699 5.05205
C 0.93274 0.66689 3.69855
N 0.39334 -0.16361 2.82255
C -0.11096 -1.32341 3.23945
C -0.12366 -1.66161 4.58915
C -0.53816 -2.29491 2.21735
C -1.39446 -3.35551 2.50565
C -1.64476 -4.32081 1.53855
C -2.57156 -5.47411 1.83775
O -2.66136 -5.77661 3.20455
C -0.99586 -4.20261 0.31265
C -0.18276 -3.10441 0.09765
N 0.01064 -2.16611 1.00875
H -0.31836 -2.40901 8.20355
H 1.54064 -1.29781 7.26345
H 0.12004 -0.26031 7.54365
H 1.44684 1.09749 5.72885
H 1.36654 1.57529 3.30065
H -0.52106 -2.60351 4.92435
H -1.88656 -3.43451 3.46255
H -2.27436 -6.35631 1.25125
H -3.58656 -5.20091 1.53015
H -1.79426 -6.06091 3.52055
H -1.12646 -4.94581 -0.45955
H 0.36714 -2.97271 -0.82275
O -4.87756 4.34229 0.18825
S -3.79356 3.82539 -0.58795
O -3.80456 4.07279 -2.00145
N -3.57746 2.19509 -0.32895
C -2.42556 1.96259 0.18835
S -1.92956 0.34369 0.43665
C -1.59506 3.13129 0.53645
C -0.38436 3.19489 1.20645
C 0.21154 4.43399 1.38615
C -0.39226 5.59169 0.91765
C -1.63006 5.53829 0.28285
C -2.20896 4.30479 0.11995
H 0.09044 2.30579 1.59215
H 1.16164 4.48699 1.89565
H 0.09674 6.54339 1.05865
H -2.13306 6.42349 -0.07345
O 4.81454 -0.93591 0.92335
S 3.39374 -0.78501 0.99875
O 2.65734 -1.39071 -0.13935
O 2.76264 -1.10451 2.26195
S 2.95224 1.25479 0.75725
C 0.12364 -1.43851 -4.80635
C 0.06224 -1.33421 -3.28355
C -1.37226 -1.44811 -2.76815
P 0.83814 0.17469 -2.49855
C -0.22756 1.66859 -2.86385
C -0.69516 1.83459 -4.30885
C 0.46624 2.92639 -2.33755
C 2.56224 0.42529 -3.17965
C 3.33424 -0.89231 -3.10095
C 2.68944 1.07589 -4.55935
H -0.41756 -2.33301 -5.11445
H 1.14654 -1.52751 -5.16275
H -0.33556 -0.58791 -5.29635
H 0.65664 -2.16011 -2.87085
H -2.02006 -0.73721 -3.27405
H -1.42206 -1.24831 -1.69735
H -1.77386 -2.44441 -2.94235
H -1.11656 1.50249 -2.24085
H 0.12794 1.79079 -5.01595
H -1.18476 2.80099 -4.41935
H -1.42706 1.07589 -4.57475
H 1.29714 3.22079 -2.97235
H 0.84504 2.77929 -1.32465
H -0.24676 3.74939 -2.31705
H 2.98874 1.11289 -2.43395
H 2.96444 -1.62701 -3.81325
H 3.26694 -1.31181 -2.09825
H 4.38474 -0.71041 -3.31685
H 2.26154 0.46219 -5.34965
H 3.74994 1.20619 -4.77355
H 2.22844 2.06009 -4.58515
*
```

Properties
Energy above the lowest of the compared OMol25 structures with the same formula, charge and spin = 39.88 kcal/mol
Maximum force = 1.449 eV/Å
E_tot = -3886.704157 Ha

***

The following is a DFT calculation (wB97M-V/def2-TZVPD) of a structure of composition C28H38BCoN10O3S in a non-equilibrium geometry.

```
! wB97M-V def2-TZVPD RIJCOSX def2/J DEFGRID3
* xyz -1 4
Co 0.02686 0.43945 -0.57773
C 0.43465 3.80910 0.38964
C -0.71527 3.32275 -0.42661
C -1.75962 4.09127 -0.91131
C -2.55875 3.19969 -1.59602
C -3.83015 3.52198 -2.31614
N -1.99741 1.97775 -1.50691
N -0.87973 2.03787 -0.80104
B -2.44828 0.64035 -2.07009
N -2.55756 -0.30458 -0.88499
N -1.50152 -0.49496 -0.11084
C -1.86701 -1.36663 0.85111
C -0.96135 -1.84873 1.93337
C -3.18946 -1.73376 0.67600
C -3.59869 -1.03663 -0.44163
C -4.95937 -1.07835 -1.06256
N -1.29677 0.12660 -2.91814
N -0.10219 -0.01652 -2.36729
C 0.72388 -0.48069 -3.32684
C 2.16998 -0.77811 -3.11595
C 0.02868 -0.63334 -4.51328
C -1.25829 -0.23631 -4.21555
C -2.41791 -0.20931 -5.16079
H 0.35108 4.90185 0.56942
H 1.38362 3.60290 -0.14766
H 0.44479 3.28191 1.36622
H -1.91445 5.15448 -0.78198
H -4.06225 4.60451 -2.23055
H -4.66518 2.93891 -1.87477
H -3.72568 3.26013 -3.38972
H -3.46647 0.72299 -2.68400
H 0.04299 -1.38739 1.82684
H -0.86102 -2.95243 1.87114
H -1.38305 -1.57345 2.92246
H -3.77170 -2.41584 1.28163
H -5.62516 -1.76264 -0.49551
H -4.87927 -1.43950 -2.10898
H -5.40143 -0.06023 -1.05751
H 2.45664 -0.56215 -2.06520
H 2.78265 -0.14906 -3.79477
H 2.36545 -1.84928 -3.33159
H 0.41064 -0.98578 -5.46255
H -2.10760 -0.55984 -6.16762
H -2.80503 0.82762 -5.24423
H -3.22245 -0.87294 -4.78083
N 2.76121 -3.01214 6.09260
C 2.21019 -2.04307 5.23655
C 2.69620 -0.72936 5.25496
C 2.08481 0.27041 4.49285
C 0.95450 -0.04242 3.74264
C 0.41258 -1.32872 3.76977
C 1.03321 -2.32001 4.53205
S 0.08397 1.24325 2.80377
O -1.30160 0.98558 3.21256
O 0.61339 2.49262 3.35260
N 0.34249 0.95069 1.26511
C 1.54923 1.30009 0.56863
N 2.61630 1.48623 1.36106
C 3.77772 1.85045 0.78344
C 3.97239 2.01113 -0.57038
C 2.88596 1.76974 -1.37131
N 1.68875 1.41360 -0.89051
H 3.74396 -2.84629 6.28026
H 2.58003 -3.95731 5.77147
H 3.55619 -0.46825 5.86292
H 2.47148 1.28516 4.49186
H -0.49933 -1.54196 3.21940
H 0.58417 -3.30709 4.57150
H 4.58742 2.02199 1.48562
H 4.92698 2.30969 -0.97552
H 2.94248 1.86284 -2.44916
C 0.91025 -3.44263 0.03401
C 1.61082 -2.12176 -0.13850
C 3.11489 -2.10014 -0.08820
O 0.96970 -1.08509 -0.31628
H 1.62720 -4.25390 0.18081
H 0.32205 -3.65656 -0.86191
H 0.25899 -3.39164 0.91029
H 3.51915 -3.10183 0.07591
H 3.43723 -1.45632 0.73400
H 3.50029 -1.72124 -1.03821
H -0.37704 -0.99936 -1.13328
*
```

Properties
Maximum force = 6.430 eV/Å
E_tot = -3668.573203 Ha

***

The following is a DFT calculation (wB97M-V/def2-TZVPD) of a structure of composition C28H38FeN6O4P2 in a non-equilibrium geometry.

```
! wB97M-V def2-TZVPD RIJCOSX def2/J DEFGRID3
* xyz 1 2
Fe -0.17675 0.41267 -0.41956
C -3.09075 2.70181 -0.26941
P -1.27606 2.59548 -0.35627
C -0.79532 3.77449 0.94285
C -0.86999 3.42241 -1.92614
C -0.88022 4.79818 -2.13134
C -0.56249 5.31078 -3.37941
C -0.24538 4.45670 -4.42856
C -0.24520 3.08433 -4.23590
C -0.55543 2.56682 -2.98197
P -0.61113 0.79409 -2.60601
C 0.50277 0.00224 -3.78544
C -2.25941 0.21043 -3.09861
H -3.38860 3.73563 -0.44868
H -3.42457 2.38733 0.71884
H -3.56206 2.05281 -1.00231
H -1.46400 4.63638 0.93161
H 0.23128 4.09803 0.79016
H -0.85853 3.28021 1.91033
H -1.11938 5.47395 -1.31942
H -0.55435 6.38125 -3.53563
H 0.00938 4.86380 -5.39785
H 0.01014 2.42850 -5.05860
H 0.06515 0.04282 -4.78416
H 0.66129 -1.03382 -3.49714
H 1.46387 0.51005 -3.76946
H -2.52271 0.62753 -4.07095
H -3.00402 0.49387 -2.35837
H -2.24687 -0.87749 -3.16839
C 2.53310 2.42492 2.52183
C 2.14070 1.70413 1.26395
O 0.93313 1.63107 1.00498
C 3.14949 1.11732 0.40958
C 4.51598 1.22704 0.73323
C 5.48973 0.69109 -0.06854
C 5.10515 0.01892 -1.23621
C 3.78297 -0.10529 -1.58217
C 2.76705 0.44039 -0.76892
O 1.53644 0.26484 -1.18552
H 1.63621 2.77418 3.02622
H 3.18646 3.27020 2.29931
H 3.07455 1.74765 3.18232
H 4.80139 1.74517 1.63873
H 6.53378 0.77913 0.19575
H 5.86185 -0.41944 -1.87507
H 3.48329 -0.64924 -2.46803
C -0.13355 -1.00930 5.10362
N -0.77949 -0.79513 3.81226
C -2.12779 -0.79885 3.68620
C -2.75194 -0.57576 2.50714
C -1.90223 -0.31964 1.38590
O -2.30423 -0.04895 0.20543
N -0.57406 -0.35884 1.51607
C 0.06309 -0.54481 2.71064
O 1.26845 -0.52587 2.86175
H -0.86541 -1.41468 5.79761
H 0.26473 -0.07346 5.49345
H 0.69079 -1.70641 4.98223
H -2.67772 -0.99356 4.59778
H -3.82601 -0.57555 2.41524
C 0.47863 -5.55683 1.28696
C -1.00877 -5.35400 1.01855
C -1.61237 -4.33375 1.97990
C -1.28908 -4.99191 -0.44228
N -0.72857 -3.69220 -0.80990
C -1.24815 -2.47999 -0.67850
N -0.32317 -1.60476 -1.02185
N 0.77169 -2.32235 -1.36995
N 0.53606 -3.56688 -1.24636
H 0.62983 -5.91665 2.30458
H 1.03253 -4.62178 1.18218
H 0.91750 -6.28376 0.60272
H -1.52393 -6.30845 1.16363
H -1.11071 -3.36488 1.89402
H -1.48676 -4.66777 3.00990
H -2.68096 -4.18557 1.80651
H -2.36096 -4.93360 -0.63117
H -0.85322 -5.71703 -1.12676
H -2.24613 -2.25045 -0.35312
*
```

Properties
Energy above the lowest of the compared OMol25 structures with the same formula, charge and spin = 13.98 kcal/mol
Maximum force = 1.332 eV/Å
E_tot = -3665.537474 Ha

***

The following is a DFT calculation (wB97M-V/def2-TZVPD) of a structure of composition C28H38N4P2Ru in a non-equilibrium geometry.

```
! wB97M-V def2-TZVPD RIJCOSX def2/J DEFGRID3
* xyz 2 5
Ru -0.12628 0.83753 -0.50126
C -1.71867 1.32199 -2.65936
C -1.33235 0.00045 -2.63428
C -0.12963 -0.50798 -3.39832
C 1.09943 0.37409 -3.20180
C 1.28145 1.00144 -1.85485
C 0.72020 2.28977 -1.38846
C -0.07624 3.17802 -2.27952
C -1.03794 2.47974 -3.28450
C 1.42879 0.67690 2.31926
H -2.77839 1.52784 -2.49664
H -2.07231 -0.77973 -2.40826
H -0.34395 -0.57686 -4.47488
H 0.07880 -1.53554 -3.08680
H 1.97105 -0.25632 -3.36960
H 1.16617 1.17260 -3.92855
H 2.32224 0.92229 -1.57737
H 1.37832 2.84855 -0.73154
H 0.64400 3.78299 -2.83826
H -0.68621 3.84085 -1.64528
H -1.81732 3.20474 -3.57640
H -0.51002 2.22984 -4.20900
H 0.86132 1.55062 2.02051
H 2.39349 1.07559 2.66552
H 0.95351 0.19483 3.17574
P 1.55471 -0.49057 0.87887
P -1.80992 -0.43594 0.63468
N 3.26444 0.25029 0.30916
N 2.37779 -1.75342 1.94593
N -3.03350 0.74890 -0.19252
N -2.74010 -1.64771 1.64510
C 0.72649 -1.87352 -0.26761
C -0.78071 -1.94361 -0.20100
C 3.31513 1.63256 0.37340
C 4.52544 2.09181 -0.10012
C 5.25616 0.95107 -0.52134
C 4.45861 -0.17385 -0.27038
C 3.46178 -1.31401 2.70413
C 4.27106 -2.37666 3.03652
C 3.68269 -3.54413 2.46839
C 2.52476 -3.13913 1.80751
C -2.78948 2.11329 -0.25716
C -3.95204 2.76192 -0.65240
C -4.89479 1.73416 -0.93031
C -4.31342 0.50393 -0.62998
C -3.82649 -2.36144 1.18129
C -4.33718 -3.08625 2.24014
C -3.48733 -2.87390 3.36674
C -2.48066 -2.00743 2.96270
H 1.10783 -2.86369 -0.05784
H 1.11874 -1.64343 -1.27184
H -1.20198 -2.04181 -1.19905
H -1.06250 -2.83392 0.35372
H 2.47702 2.21461 0.73559
H 4.81431 3.13785 -0.11250
H 6.25405 0.96697 -0.93224
H 4.64025 -1.22430 -0.46011
H 3.56113 -0.28084 2.95410
H 5.18443 -2.30163 3.61193
H 4.04805 -4.56484 2.52348
H 1.80181 -3.75180 1.27443
H -1.78162 2.46865 -0.02236
H -4.10282 3.83170 -0.65805
H -5.89725 1.87255 -1.27204
H -4.69206 -0.50223 -0.64242
H -4.10145 -2.27339 0.13271
H -5.22639 -3.68429 2.19374
H -3.58302 -3.29705 4.34581
H -1.62254 -1.59453 3.47559
C -1.62862 0.73960 2.00698
H -1.16667 0.23859 2.85103
H -2.58995 1.18904 2.31064
H -0.99366 1.57755 1.69085
*
```

Properties
Energy above the lowest of the compared OMol25 structures with the same formula, charge and spin = 97.92 kcal/mol
Maximum force = 3.426 eV/Å
E_tot = -2085.389924 Ha